1.
Molecular formula: CH3N2OS2
Method: DFT, ωB97M-V with the def2-TZVPD basis set

Properties
- max |F| (eV/Å) = 4.98
- LUMO (eV) = 3.7
- Kohn-Sham gap (Ha) = 0.27876
- molar mass (g/mol) = 123.18
- E_tot (Ha) = -1021.03812
- structure (SMILES) = NNSC([O-])=S
- ΔE to the lowest compared entry with this formula, charge and spin (kcal/mol) = 7.04

The geometry in ORCA input format:
```
! RIJCOSX wB97M-V def2-TZVPD def2/J DEFGRID3
* xyz -1 1
N 0.8708 -1.4615 -0.6942
N 1.0663 -0.2240 -0.1556
S 0.2174 0.2010 1.4025
C -1.1098 1.4508 0.4438
O -1.1211 1.2616 -0.7506
S -1.8953 2.4879 1.4662
H 1.6271 -2.1895 -0.3805
H -0.0791 -2.0019 -0.5703
H 0.4236 0.4756 -0.7613
*
```

***

2.
Molecular formula: CH3N3O
Method: DFT, ωB97M-V with the def2-TZVPD basis set

Properties
- max |F| (eV/Å) = 2.31
- LUMO (alpha / beta) (eV) = -0.9 / -1.0
- Kohn-Sham gap (alpha / beta) (Ha) = 0.36162 / 0.35589
- molar mass (g/mol) = 73.06
- E_tot (Ha) = -279.18470
- ΔE to the lowest compared entry with this formula, charge and spin (kcal/mol) = 152.19

The geometry in ORCA input format:
```
! RIJCOSX wB97M-V def2-TZVPD def2/J DEFGRID3
* xyz 0 1
C -1.7386 -1.8859 -0.9179
N -2.0667 -2.7190 -1.6234
N 0.1229 0.6499 0.0104
N 2.1943 1.2902 0.6853
O 1.3852 0.6702 -0.0474
H -0.2554 1.2323 0.7748
H -1.3884 -1.0916 -0.3106
H 1.7467 1.8540 1.4289
*
```

***

3.
Molecular formula: CH3N3O
Method: DFT, ωB97M-V with the def2-TZVPD basis set

Properties
- max |F| (eV/Å) = 5.51
- LUMO (eV) = 0.5
- Kohn-Sham gap (Ha) = 0.34746
- molar mass (g/mol) = 73.06
- E_tot (Ha) = -279.26977
- structure (SMILES) = N=C=N.N=O
- ΔE to the lowest compared entry with this formula, charge and spin (kcal/mol) = 98.81

The geometry in ORCA input format:
```
! RIJCOSX wB97M-V def2-TZVPD def2/J DEFGRID3
* xyz 0 1
N -0.3157 -1.4856 -0.0993
C -0.7770 -0.4058 -0.3002
N -1.0377 0.7647 -0.1321
H -0.9211 -2.4045 -0.1807
H -1.4702 1.4828 -0.7076
N 1.8739 0.6715 -0.0814
O 2.0433 -0.4722 -0.3090
H 1.4259 0.6599 0.8864
*
```

***

4.
Molecular formula: CH3N3O
Method: DFT, ωB97M-V with the def2-TZVPD basis set

Properties
- max |F| (eV/Å) = 8.09
- LUMO (alpha / beta) (eV) = 0.9 / -2.8
- Kohn-Sham gap (alpha / beta) (Ha) = 0.30868 / 0.28434
- molar mass (g/mol) = 73.06
- E_tot (Ha) = -279.21626
- ΔE to the lowest compared entry with this formula, charge and spin (kcal/mol) = 35.99

The geometry in ORCA input format:
```
! RIJCOSX wB97M-V def2-TZVPD def2/J DEFGRID3
* xyz 0 3
C -1.1214 0.2836 -1.2616
N 0.4967 -0.0745 1.8287
N -1.0218 0.1227 0.1132
N 0.1844 0.0271 0.6138
O -0.2874 -0.0663 -2.0836
H 1.4856 -0.2503 2.0896
H -2.2340 0.5656 -1.6582
H 0.9889 0.2513 -0.0243
*
```